Formula: C37H57As3Cl3Ge3N2STi
Source: the Open Molecules 2025 dataset
Level of theory: the ωB97M-V functional and the def2-TZVPD basis

Geometry as XYZ:
```
107
Properties=species:S:1:pos:R:3:forces:R:3
As 0.589 -6.932 -0.359 0.009 -0.023 0.023
As -1.312 -2.134 -1.934 0.176 0.206 0.074
As -1.302 -2.015 1.447 0.117 0.240 -0.220
Ge 2.567 -0.174 -2.842 -0.037 -0.014 0.184
Ge -0.361 1.920 1.818 -0.041 0.126 0.229
Ge -1.307 2.065 -3.129 0.097 -0.107 -0.027
Ti 0.032 -0.224 -0.369 -0.195 -0.455 0.075
Cl 4.720 -0.254 -2.248 -0.130 -0.017 -0.159
Cl 1.852 1.306 -1.067 0.185 -0.006 -0.368
Cl 1.834 -1.919 -1.323 0.156 0.046 -0.163
S 1.670 -0.675 1.786 -0.216 0.004 -0.135
N 3.253 1.495 1.746 -0.115 -0.128 0.109
N 4.160 -0.498 0.975 -0.021 -0.028 0.086
C -1.205 -6.106 -0.110 -0.029 0.052 -0.046
C 1.900 -5.579 0.204 0.006 0.014 0.013
C -2.859 3.246 -2.975 -0.062 0.009 0.029
C 3.109 0.192 1.492 0.098 0.113 -0.102
C -4.580 1.291 1.920 0.005 -0.009 0.000
C 5.554 1.363 1.074 0.015 0.051 0.030
C 1.724 1.535 5.514 0.014 0.046 0.019
C -1.556 1.014 -4.768 -0.003 -0.030 -0.066
C -0.804 -2.102 3.327 -0.083 0.009 -0.045
C -1.343 0.960 -1.484 0.000 -0.021 0.117
C 2.138 2.837 5.769 -0.017 -0.005 -0.044
C 0.835 -6.724 -2.301 -0.043 0.029 0.014
C 5.366 0.052 0.757 0.057 -0.054 0.024
C -2.473 1.297 3.718 0.044 -0.011 0.019
C 1.104 3.541 3.712 -0.022 0.115 -0.011
C -3.221 -1.859 1.734 0.032 -0.061 0.032
C -1.068 -4.029 -1.500 -0.065 -0.013 0.026
C -0.294 3.581 0.798 -0.080 0.114 -0.002
C -3.110 -4.547 -0.136 -0.071 -0.087 -0.031
C 4.432 2.049 1.554 0.141 0.094 -0.038
C -1.392 5.568 -0.041 0.006 -0.014 -0.025
C 0.694 2.238 3.434 0.021 -0.023 0.106
C -3.773 1.107 4.170 -0.011 0.016 0.012
C -3.209 -1.907 -2.312 -0.017 -0.051 -0.058
C 1.821 3.839 4.865 0.002 -0.027 0.020
C 0.932 4.134 0.421 0.080 -0.051 -0.003
C -1.580 -4.604 -0.180 0.045 -0.049 -0.009
C 0.997 5.380 -0.182 -0.030 0.008 -0.026
C -0.979 -3.913 1.052 -0.037 -0.010 0.006
C -2.198 1.474 2.358 -0.138 0.085 0.039
C -3.278 1.453 1.467 0.022 0.043 0.115
C -0.600 -2.278 -3.737 -0.083 -0.036 -0.011
C 1.011 1.244 4.361 -0.023 -0.059 0.042
C 0.284 3.168 -3.384 -0.018 0.095 -0.037
C -0.169 6.100 -0.419 0.016 -0.021 0.007
C -1.454 4.317 0.562 -0.034 0.033 -0.074
C -4.832 1.112 3.273 -0.010 0.001 0.005
H 0.724 0.216 4.181 -0.034 0.047 0.011
H -3.751 -1.591 -1.423 -0.003 -0.009 -0.007
H 1.852 -5.426 1.282 0.003 -0.007 -0.016
H -3.116 1.580 0.409 0.027 0.029 -0.140
H 0.547 3.716 -2.479 -0.003 -0.015 -0.004
H 2.882 -5.993 -0.031 -0.019 0.006 0.003
H -2.985 3.847 -3.879 0.022 -0.030 0.037
H -3.960 0.983 5.230 0.010 -0.007 -0.035
H -1.010 -1.137 3.785 0.024 0.016 0.038
H 2.696 3.067 6.667 -0.013 -0.008 -0.016
H 2.121 4.863 5.055 0.004 -0.029 0.009
H -3.602 -2.806 2.112 -0.039 0.001 0.019
H -3.752 -1.579 0.828 -0.005 0.001 0.000
H 4.502 3.109 1.780 -0.023 -0.031 0.003
H 1.797 -4.624 -0.312 -0.002 0.009 0.009
H -0.089 -6.992 -2.814 0.022 -0.005 -0.001
H 1.956 0.743 6.217 -0.007 0.018 -0.015
H -5.847 0.983 3.627 0.033 0.005 -0.012
H -3.772 2.666 -2.820 0.033 0.020 -0.011
H -3.633 -2.835 -2.689 -0.017 -0.018 -0.010
H -0.121 7.074 -0.888 0.002 -0.020 0.009
H 3.975 -1.455 0.700 0.008 -0.046 -0.018
H 0.865 4.351 3.034 -0.010 -0.053 0.001
H -5.400 1.301 1.211 0.019 0.004 0.012
H 1.610 -7.421 -2.618 0.001 0.007 0.006
H -3.529 -5.112 -0.972 0.005 0.010 0.024
H -1.501 -4.593 -2.330 -0.008 -0.005 -0.031
H -1.950 1.677 -5.541 0.010 -0.014 0.043
H -3.371 -1.079 2.478 0.005 -0.030 0.002
H -1.508 1.764 -0.753 0.089 0.082 0.060
H -2.304 6.129 -0.209 0.018 -0.010 0.001
H 1.852 3.592 0.616 -0.049 -0.001 0.017
H 6.120 -0.593 0.330 0.002 0.036 0.034
H 6.506 1.849 0.930 -0.022 -0.013 -0.002
H -2.422 3.933 0.863 0.010 -0.031 0.017
H -2.267 0.195 -4.645 0.022 0.025 -0.006
H -1.333 -2.760 -4.383 0.008 -0.006 -0.014
H -1.428 -2.862 3.796 0.000 -0.008 0.041
H -1.555 -6.492 0.850 0.021 -0.016 0.023
H -0.360 -1.297 -4.134 0.006 0.053 -0.026
H -3.486 -4.994 0.788 0.014 0.003 -0.027
H -3.313 -1.133 -3.072 0.008 0.008 0.009
H 1.958 5.792 -0.467 -0.024 0.001 0.005
H -0.616 0.606 -5.142 0.001 -0.012 0.023
H -1.311 -4.446 1.946 -0.029 -0.015 0.022
H 0.012 -4.149 -1.566 0.054 -0.031 0.027
H 0.107 -3.984 1.029 0.075 -0.013 -0.012
H -1.672 1.337 4.448 0.029 -0.005 -0.032
H -2.731 3.920 -2.128 -0.016 0.021 0.010
H 0.245 -2.358 3.449 0.020 -0.006 -0.005
H -1.793 -6.641 -0.864 -0.010 0.011 0.003
H 0.300 -2.885 -3.693 0.048 -0.014 -0.030
H -2.317 0.469 -1.591 -0.063 -0.041 0.135
H 1.130 -5.717 -2.591 -0.011 0.007 -0.003
H -3.501 -3.534 -0.197 0.030 0.036 -0.007
H 0.058 3.891 -4.173 0.019 -0.024 0.049
H 1.147 2.586 -3.707 -0.009 -0.019 0.024
```
Forces are in eV/Å.

- strongest force on any atom (eV/A) = 0.50
- 2S+1 = 3
- ΔE to the lowest compared entry with this formula, charge and spin (kJ/mol) = 44.7
- calculated total energy (hartree) = -17119.7817
- frontier orbital gap (alpha / beta) (hartree) = 0.24395 / 0.24188
- E_LUMO (alpha / beta) (Eh) = -0.110 / -0.145
- charge = +1



Formula: C47H45BrCrNO3P3S2
Source: the Open Molecules 2025 dataset
Level of theory: the ωB97M-V functional and the def2-TZVPD basis

Geometry as XYZ:
```
103
Properties=species:S:1:pos:R:3:forces:R:3
Br 0.276 0.802 -3.135 0.029 -0.043 -0.089
Cr -0.078 0.305 0.626 0.647 0.537 0.053
S 1.420 -1.677 0.524 0.090 -0.286 0.188
S 1.289 0.703 2.874 0.079 -0.090 0.315
P -1.993 1.946 1.163 -0.545 0.694 0.340
P -2.707 1.167 4.176 -0.151 0.117 -0.167
P 1.895 -1.151 2.426 0.120 0.065 0.019
O 1.498 1.695 -0.234 -0.160 0.014 -0.041
O -3.547 -1.662 1.158 -0.085 -0.043 -0.252
O -1.515 -0.777 1.379 -0.560 -0.269 -0.047
N -1.319 -0.357 -1.215 -0.267 -1.152 -0.927
C 1.485 -3.583 5.680 -0.003 -0.023 0.050
C -1.226 6.381 2.156 0.061 0.041 0.001
C -2.261 -1.232 -0.789 0.541 0.326 -0.482
C 4.439 -0.321 3.247 -0.036 -0.069 0.054
C 1.225 -2.316 3.655 0.164 0.178 -0.119
C -3.912 3.698 4.738 0.085 0.132 -0.046
C -2.806 2.867 4.903 0.050 -0.188 -0.154
C 1.666 3.918 -1.329 0.035 -0.184 0.100
C 3.870 1.900 0.453 -0.166 0.064 -0.072
C -3.255 1.403 2.399 0.439 0.180 0.240
C -0.123 -2.656 3.606 0.013 -0.071 -0.012
C -4.888 1.456 -1.730 -0.088 -0.050 -0.068
C 2.027 -2.766 4.700 -0.056 -0.036 -0.091
C -3.145 2.825 -2.644 0.086 0.018 -0.012
C -4.354 2.157 -2.798 0.018 -0.035 -0.004
C -0.655 -3.478 4.587 -0.028 -0.021 -0.009
C -2.475 2.773 -1.435 -0.075 -0.047 -0.011
C -2.557 -2.171 -2.964 0.318 0.239 -0.100
C -3.986 4.908 5.405 -0.067 -0.005 -0.066
C 5.723 -2.557 2.220 0.020 -0.044 -0.027
C -2.500 -1.237 0.689 0.121 -0.126 0.716
C 5.815 -0.449 3.375 0.021 -0.013 -0.001
C -5.886 0.585 6.707 0.014 0.008 0.006
C -5.269 -0.109 4.094 0.013 -0.012 -0.051
C -1.876 4.462 6.459 0.083 0.079 0.058
C -2.338 6.046 1.399 -0.086 0.063 -0.027
C -4.656 0.922 6.169 -0.024 -0.069 -0.048
C -2.899 -2.124 -1.627 -0.364 -0.096 0.257
C -1.749 3.716 1.553 -0.051 -0.054 0.037
C -1.574 -1.302 -3.420 -0.335 -0.282 -0.112
C -4.232 1.426 -0.506 0.049 0.050 0.019
C 2.858 1.350 -0.540 0.209 -0.202 0.021
C -6.505 -0.442 4.633 -0.072 -0.023 -0.002
C 6.455 -1.566 2.862 0.037 0.052 0.007
C -4.345 0.615 4.842 0.120 -0.059 -0.004
C -0.377 5.387 2.618 0.036 0.018 0.132
C -1.009 -0.440 -2.505 0.009 0.689 0.439
C 4.351 -2.429 2.083 0.028 0.005 0.037
C -0.639 4.060 2.320 -0.095 -0.038 0.073
C 3.706 -1.308 2.600 -0.183 0.099 -0.003
C -2.966 5.293 6.268 -0.028 0.056 0.021
C -1.796 3.256 5.776 0.059 -0.100 -0.156
C 0.147 -3.945 5.619 0.007 0.002 0.039
C -6.828 -0.077 5.930 0.006 -0.035 0.042
C 1.284 3.102 -0.103 -0.045 0.088 -0.092
C -2.602 4.719 1.098 0.000 0.003 0.099
C -3.016 2.083 -0.347 0.049 -0.152 -0.029
H -3.468 4.462 0.502 0.004 0.032 0.003
H -2.714 3.373 -3.472 -0.004 -0.012 -0.006
H -1.520 3.277 -1.332 0.014 0.014 -0.022
H -3.540 0.395 2.100 -0.056 0.060 -0.023
H 7.529 -1.665 2.960 0.000 -0.010 0.002
H 4.818 1.379 0.316 0.015 0.004 -0.014
H 4.045 2.968 0.315 0.037 0.002 0.020
H -3.027 -2.868 -3.643 -0.036 -0.005 0.001
H -0.946 2.598 5.922 0.011 0.021 0.006
H -0.749 -2.270 2.813 -0.002 -0.022 0.008
H -7.800 -0.316 6.341 0.004 -0.030 -0.006
H 3.523 1.726 1.470 0.030 -0.023 0.018
H -3.004 6.820 1.038 0.003 -0.003 0.010
H 1.294 3.445 -2.237 -0.041 0.035 -0.034
H 2.881 0.264 -0.531 -0.034 0.022 -0.025
H 6.229 -3.427 1.822 -0.019 -0.009 -0.007
H -7.224 -0.984 4.032 0.022 -0.009 -0.018
H 0.220 3.207 0.079 0.011 0.014 0.022
H -4.672 0.873 0.313 0.022 -0.030 -0.018
H -5.819 0.915 -1.846 -0.020 0.039 0.009
H -1.273 -1.271 -4.455 0.063 -0.032 0.011
H 3.070 -2.481 4.744 0.013 -0.030 0.044
H -4.736 3.389 4.105 0.000 -0.012 -0.036
H 3.918 0.537 3.655 0.023 0.029 -0.026
H -3.933 1.448 6.781 -0.029 0.048 0.015
H 3.775 -3.195 1.579 0.008 0.010 -0.032
H -1.701 -3.755 4.547 -0.011 0.034 -0.013
H -1.088 4.750 7.145 0.002 -0.008 -0.021
H 1.209 4.904 -1.240 0.034 0.035 -0.004
H 6.384 0.325 3.875 0.004 -0.007 0.006
H 0.490 5.645 3.213 -0.005 -0.002 0.008
H 0.021 3.274 2.674 0.043 0.039 0.020
H 1.810 3.469 0.782 -0.058 -0.021 0.038
H -6.115 0.852 7.731 0.000 -0.006 0.001
H -0.275 -4.585 6.383 0.004 -0.001 0.000
H -5.035 -0.426 3.085 -0.050 -0.011 0.037
H -3.663 -2.760 -1.201 0.044 -0.030 0.013
H 3.088 1.691 -1.554 -0.071 -0.012 -0.010
H 2.108 -3.935 6.493 0.001 -0.011 -0.005
H 2.744 4.049 -1.418 0.002 0.012 -0.039
H -4.867 2.179 -3.751 -0.020 0.000 0.012
H -4.850 5.546 5.268 0.014 0.011 -0.001
H -1.016 7.419 2.381 -0.015 -0.003 0.009
H -3.034 6.236 6.795 0.014 -0.010 0.008
H -4.118 2.068 2.330 -0.050 -0.010 -0.006
```
Forces are in eV/Å.

- strongest force on any atom (eV/A) = 1.50
- 2S+1 = 5
- ΔE to the lowest compared entry with this formula, charge and spin (kJ/mol) = 41.6
- calculated total energy (hartree) = -7537.5642
- frontier orbital gap (alpha / beta) (hartree) = 0.23905 / 0.28990
- E_LUMO (alpha / beta) (Eh) = 0.002 / -0.001



Formula: C16H48O8
Source: the Open Molecules 2025 dataset
Level of theory: the ωB97M-V functional and the def2-TZVPD basis

Geometry as XYZ:
```
72
Properties=species:S:1:pos:R:3:forces:R:3
O 1.026 -1.038 3.092 -1.410 -0.058 0.539
O 3.856 -2.624 -0.693 0.454 -0.211 -0.191
O -1.487 -0.006 -4.237 1.236 -0.092 0.040
O 0.572 0.679 -0.316 1.282 0.022 0.406
O -1.868 0.090 -0.905 -0.746 0.083 0.004
O 1.033 -0.226 -3.035 -1.325 -0.299 -0.630
O -3.140 2.627 -0.609 -0.501 0.943 -0.660
O 1.388 3.381 4.717 0.184 0.700 0.333
C 2.716 -2.557 0.139 -2.198 -0.527 -1.352
C -0.759 -2.029 -5.280 -1.000 -0.190 -0.722
C 2.221 1.246 5.524 -0.159 0.603 -0.134
C -0.381 -0.896 3.539 0.810 -0.643 -2.488
C 1.245 1.913 -0.110 -0.479 1.007 -1.189
C -2.400 -1.159 -0.419 -1.252 0.889 -0.370
C 0.394 2.873 0.725 0.054 1.427 -0.661
C -3.465 -1.714 -1.384 0.455 0.465 -0.455
C 1.932 2.120 4.301 1.190 0.997 0.426
C -0.810 -0.528 -5.405 -0.793 0.364 0.498
C 2.208 -0.217 -3.805 0.146 0.847 -0.211
C -0.463 -1.282 4.953 -0.362 -0.131 1.609
C -3.594 3.058 0.674 -0.115 -0.029 0.447
C 1.340 -2.782 -0.697 1.894 -1.255 1.031
C 2.641 -1.658 -4.048 0.944 0.917 1.033
C -3.164 2.094 1.776 0.072 0.520 -1.162
H 0.993 -0.693 2.198 0.341 0.063 -0.451
H -3.618 1.112 1.712 0.292 -0.319 -0.412
H -4.370 -1.066 -1.392 0.474 -0.509 0.160
H -1.504 -1.446 5.279 0.281 -0.113 -0.316
H 0.760 3.969 0.760 -0.332 -1.820 -0.247
H 3.074 1.711 6.016 -0.033 0.164 0.356
H 0.174 -0.119 -5.488 0.719 0.352 0.107
H 2.741 -3.256 0.952 0.174 -0.534 0.419
H -2.942 -1.532 -2.323 -0.481 -0.349 -0.529
H 2.566 0.252 5.298 -0.218 -0.501 -0.357
H 1.217 -3.879 -0.862 0.004 0.666 0.144
H 3.548 -1.663 -4.626 0.354 -0.191 -0.429
H 0.476 -2.425 -0.119 0.359 0.128 -0.376
H 1.838 -2.086 -4.584 -0.638 -0.691 -0.762
H 1.902 3.857 5.399 -0.064 -0.790 -0.600
H 2.804 -2.255 -3.147 0.091 0.360 -0.018
H -0.213 -2.254 -4.362 -0.303 -0.361 -0.077
H 1.443 2.390 -1.112 0.085 -0.377 0.779
H -1.823 -2.350 -5.256 0.734 -0.175 0.408
H 4.408 -3.406 -0.530 -0.623 0.409 0.116
H 1.470 -2.344 -1.681 -0.431 0.412 0.199
H 0.112 -2.216 5.132 -0.300 0.680 -0.010
H 1.165 1.828 3.614 -0.253 -0.991 -0.209
H 1.366 1.226 6.221 0.363 -0.048 -0.370
H 1.077 0.120 -2.144 0.463 0.211 0.650
H 2.005 0.211 -4.813 -0.216 -0.171 0.539
H -1.042 -1.548 2.889 0.708 0.545 0.617
H 2.861 0.559 -3.371 0.606 -0.927 0.062
H 2.890 2.266 3.706 -0.978 -0.146 0.583
H -0.780 -0.047 -3.533 -0.924 0.121 -0.796
H -2.543 0.777 -1.005 -0.162 -0.090 0.092
H -0.121 -0.455 5.590 0.326 -0.474 -0.065
H -4.707 3.151 0.709 0.736 0.179 -0.242
H -2.821 -1.046 0.578 0.248 0.060 0.320
H 2.637 -1.588 0.581 0.279 0.879 0.185
H 0.416 2.511 1.733 -0.391 -0.077 0.713
H -0.314 -2.535 -6.150 0.159 0.204 0.263
H -3.354 3.363 -1.232 0.338 -1.072 0.532
H -3.749 -2.793 -1.319 0.380 0.953 0.324
H -0.364 0.838 -0.461 -0.740 -0.304 -0.176
H -1.509 -1.718 -0.422 0.717 -1.337 0.331
H -1.332 -0.161 -6.293 -0.289 -0.272 0.122
H -2.068 2.111 1.809 -0.383 -0.469 0.361
H 2.185 1.685 0.376 0.249 0.051 0.038
H -0.654 2.891 0.326 0.860 -0.015 0.350
H -3.614 2.529 2.633 0.073 0.391 1.276
H -3.095 4.021 0.908 -0.585 -0.230 -0.121
H -0.631 0.137 3.309 -0.453 0.171 0.378
```
Forces are in eV/Å.

- strongest force on any atom (eV/A) = 2.69
- ΔE to the lowest compared entry with this formula, charge and spin (kJ/mol) = 286.7
- SMILES = CCO.CCO.CCO.CCO.CCO.CCO.CCO.CCO
- calculated total energy (hartree) = -1240.1989
- frontier orbital gap (hartree) = 0.36495
- E_LUMO (Eh) = 0.022



Which of these has the lowest strongest force on any atom?
C37H57As3Cl3Ge3N2STi



Among the records above, which one has the highest strongest force on any atom?
C16H48O8



Which value of ΔE to the lowest compared entry with this formula, charge and spin does entry 2 give?
41.6 kJ/mol